Computed, not measured: a structure of composition C2H5ClO2P, with the ωB97M-V functional and the def2-TZVPD basis.

The geometry in XYZ format:
```
11
Properties=species:S:1:pos:R:3:forces:R:3
Cl -1.26794 -2.24293 -0.85779 0.54 1.44 1.04
P 0.00527 0.48772 -1.49562 1.40 -0.36 0.32
O 0.89836 1.68071 -0.57519 0.10 -0.44 0.23
O -1.18560 1.24229 -1.96660 -1.26 0.68 -0.53
C 0.50208 -0.74189 1.14584 0.15 -0.08 0.11
C -0.50704 -0.31062 0.14867 -1.06 -1.64 -1.18
H 0.27755 -0.30441 2.12192 0.07 0.00 -0.02
H 0.51445 -1.82579 1.25297 -0.04 0.03 0.04
H -1.49783 -0.04349 0.51136 0.07 0.02 0.00
H 0.77532 2.47252 -1.09809 -0.11 0.35 -0.08
H 1.48539 -0.41413 0.81252 0.14 -0.02 0.08
```
Positions in Å, forces in eV/Å.

Values from the calculation:
E, eV: -28062.879
Charge: -1
Highest occupied orbital energy, Eh: -0.120
Multiplicity: 1
E_LUMO, hartree: 0.141
Orbital gap, eV: 7.109